Entry 1:
57
Properties=species:S:1:pos:R:3:forces:R:3:lowdin_spin:R:1 method="wB97M-V/def2-TZVPD" homo_ha="-0.49765 / -0.50020" lumo_energy_ev="-6.20 / -6.19" s2=0.751 homo_lumo_gap_ev="7.34 / 7.42" relative_energy_kj_mol=26.55 total_charge=+2 spin_multiplicity=2
Ce -0.072557 0.400559 0.855027 -2.33 -2.00 1.50 1.008
S 2.460069 3.553986 3.099813 0.45 0.47 -0.03 0.000
S -1.545810 1.013862 -1.621430 -0.51 0.37 -0.09 -0.002
O 0.076609 -1.902420 -0.327696 0.15 -0.24 -0.08 -0.001
O 2.015980 2.950323 -1.378529 0.51 0.03 -0.39 0.003
O -0.382232 -1.213235 2.875419 -0.13 -0.28 0.00 -0.001
O 1.514626 1.007489 -0.632524 1.28 -0.56 -0.74 -0.003
O -2.200951 -1.092752 0.901363 0.05 -0.26 0.01 -0.001
O 1.917504 -1.188100 1.423364 0.03 -0.09 0.20 -0.001
N 0.388149 2.679768 0.084580 -0.39 -0.08 0.62 -0.002
N 0.811297 4.985717 -0.242689 0.10 0.02 -0.07 0.000
N -0.901725 4.202939 1.111733 -0.06 0.17 0.11 0.000
N 0.482017 0.102651 -3.173488 0.01 0.04 -0.05 0.000
N -1.339037 0.668971 -4.246570 0.23 0.03 0.10 0.000
N -1.586165 3.115416 1.684499 -0.24 -0.03 0.12 0.000
N 0.658885 1.499767 2.674982 0.61 0.39 1.06 -0.003
N 1.347551 2.248830 -0.661005 0.95 2.19 -1.31 0.002
C 0.841581 -1.513512 3.550132 0.62 0.28 -0.10 0.000
C -0.761142 0.591086 -3.051228 -0.09 -0.19 0.02 0.000
C -1.375006 -2.236405 2.911243 -0.40 0.08 -0.40 0.000
C -0.452220 0.255350 -5.319983 0.16 -0.18 -0.49 0.000
C 0.878516 0.021962 -4.575572 0.30 -0.05 -0.28 0.000
C 2.416174 -1.815456 0.246403 -0.22 0.00 -0.50 0.000
C 1.462733 2.357479 2.864251 -0.53 -0.24 0.12 0.001
C 1.301388 -2.633205 -0.435104 0.51 -0.03 0.32 0.000
C -2.581609 -1.663564 2.157497 0.24 0.00 0.61 0.000
C 1.880421 -2.063965 2.564015 -0.44 0.08 0.45 0.000
C -2.334609 -1.931349 -0.248865 0.16 -0.03 -0.64 0.000
C -1.060393 -2.737555 -0.548468 -0.63 0.07 0.14 0.000
C 0.138266 3.989041 0.295649 0.01 0.14 -0.05 0.000
H -1.424534 3.102377 2.695440 0.03 0.01 -0.36 0.000
H -0.377919 1.037681 -6.076851 0.06 -0.11 0.04 0.000
H 1.549956 -2.812611 -1.487434 -0.02 0.00 0.11 0.000
H -3.353200 -2.427114 2.020348 0.06 0.14 0.01 0.000
H -2.537095 -1.234245 -1.070000 0.01 -0.34 0.19 0.000
H -1.105327 5.147785 1.431066 0.07 -0.30 -0.11 0.000
H 1.172830 0.193362 -2.439535 -0.34 0.07 -0.10 0.000
H -1.654559 -2.453566 3.949884 0.01 0.01 -0.17 0.000
H 0.676435 -2.212840 4.375109 0.02 0.05 -0.12 0.000
H 0.610855 5.946881 -0.008842 -0.01 -0.06 0.03 0.000
H 2.744727 -0.998119 -0.401305 0.05 -0.19 0.08 0.000
H -2.991289 -0.828212 2.734360 -0.04 -0.21 -0.02 0.000
H 1.612659 -3.076605 2.243924 0.02 0.08 -0.02 0.000
H 1.318904 -0.953685 -4.786850 -0.08 0.12 -0.10 0.000
H 1.187590 -0.554312 3.950795 -0.04 -0.26 -0.03 0.000
H -1.081325 -3.075733 -1.592280 -0.05 0.02 0.14 0.000
H -2.585712 3.205816 1.499423 0.27 0.15 0.00 0.000
H 1.184537 -3.605841 0.059871 -0.07 0.12 -0.08 0.000
H -2.286243 0.971152 -4.393509 -0.04 0.02 0.19 0.000
H -1.001252 -3.623670 0.099108 0.14 0.15 -0.07 0.000
H 2.866173 -2.090820 3.044245 -0.14 -0.01 -0.11 0.000
H -1.014617 -3.161539 2.439399 0.05 0.15 0.07 0.000
H -3.185807 -2.611715 -0.137341 0.12 0.10 0.03 0.000
H 3.277529 -2.454052 0.475099 -0.14 0.11 -0.09 0.000
H -0.817163 -0.656158 -5.802399 0.02 0.11 0.09 0.000
H 1.597309 4.777515 -0.855230 -0.30 0.06 0.25 0.000
H 1.618231 0.794591 -4.803313 -0.08 -0.08 -0.02 0.000

Entry 2:
75
Properties=species:S:1:pos:R:3:forces:R:3:lowdin_charge:R:1 method="wB97M-V/def2-TZVPD" homo_ha=-0.21560 lumo_energy_ev=2.27 homo_lumo_gap_ev=8.13 relative_energy_kj_mol=0.00 total_charge=-1
N -0.933043 -4.105540 3.426466 0.01 -1.41 0.31 0.021
N 1.519537 5.179720 1.925356 0.60 2.80 0.11 0.021
N 5.312877 -0.838690 2.501116 1.19 0.59 0.81 0.018
N 2.944497 1.581720 -4.738544 0.67 0.91 -1.10 0.017
N -1.210953 -4.919520 -2.924724 -0.11 -1.56 -2.34 0.028
N -3.822383 2.491600 4.098806 -0.99 -0.40 0.83 0.013
N -3.812963 0.853900 -3.936424 0.91 -0.30 1.80 -0.005
C -3.904803 1.098450 -5.249264 1.28 0.55 -0.50 -0.166
C -5.828533 2.572750 5.042216 -0.14 -0.96 -0.46 -0.137
C -4.974893 1.759960 4.331966 0.43 0.36 0.03 -0.130
C -5.216453 1.246580 -5.551874 -0.37 -0.16 -1.46 -0.142
C -5.031583 0.786070 -3.358884 -1.30 -0.05 -1.11 -0.124
C -5.958133 0.972480 -4.401894 0.05 -0.14 1.99 -0.113
C -1.934773 -5.935450 4.381476 0.90 2.24 -0.72 -0.089
C -1.470623 -6.961600 -3.785734 0.50 -1.87 0.41 -0.171
C 7.031867 -1.050680 3.929916 -0.43 1.41 0.39 -0.138
C -5.206383 3.822510 5.218166 -1.15 -0.48 0.93 -0.135
C 3.321087 0.454790 -5.399334 0.37 -1.03 0.62 -0.147
C -3.949263 3.714710 4.731266 1.19 0.43 -1.64 -0.146
C 2.616797 6.979720 2.820316 -0.83 -2.31 1.07 -0.121
C 1.336357 6.305900 1.065936 -0.19 -2.03 1.38 -0.117
C 2.252377 5.638700 3.024626 0.52 -0.08 -1.37 -0.135
C 1.932367 7.382300 1.666676 0.00 0.64 -1.21 -0.157
C 3.404977 2.636230 -5.469654 0.62 0.93 -1.73 -0.141
C -1.626713 -4.834690 -4.256094 -0.95 0.43 0.10 -0.135
C -0.636643 -5.683810 4.924616 0.36 -2.40 1.04 -0.159
C -1.048553 -6.289730 -2.684454 0.15 1.33 0.94 -0.137
C 7.547627 -0.885150 2.631456 -0.19 -0.48 -0.71 -0.133
C 5.681407 -0.832550 3.845666 -0.68 -1.54 -0.56 -0.142
C -0.004473 -4.706240 4.264196 -0.20 2.17 -0.68 -0.152
C -2.075563 -4.873380 3.487286 -0.78 -0.35 -0.22 -0.150
C 6.478777 -0.828160 1.743366 0.17 0.53 0.89 -0.126
C -1.914703 -6.097070 -4.776794 1.07 1.81 0.44 -0.112
C 4.075387 2.171970 -6.639674 -1.10 1.57 2.43 -0.114
C 4.035717 0.798530 -6.532504 0.16 -1.54 0.12 -0.150
B 0.194037 0.133080 0.240326 -0.01 -0.02 0.00 -0.476
H -2.958283 -4.581680 2.937616 0.16 -0.07 -0.22 0.099
H 2.565717 1.665480 -3.806014 -0.13 -0.27 -0.27 0.159
H -5.828133 4.547490 5.722396 0.96 0.69 0.03 0.091
H -3.144953 4.422440 4.594856 -0.17 0.11 0.21 0.104
H -2.974693 0.782780 -3.377534 0.07 -0.01 -0.37 0.159
H 4.626207 0.149860 -7.162544 -0.45 -0.35 0.00 0.089
H -5.136893 0.617770 -2.297284 -0.09 -0.08 -0.19 0.108
H -0.807223 -0.148980 0.526966 -4.15 -1.12 1.25 -0.128
H -0.646653 -6.629650 -1.741404 -0.06 -0.05 -0.15 0.101
H -2.217543 -6.436510 -5.756314 -0.07 0.56 0.01 0.089
H 3.158867 -0.481660 -4.886364 0.06 -0.14 -0.41 0.107
H -3.003283 1.197700 -5.835614 -0.20 0.06 -0.08 0.111
H -2.609913 -6.755650 4.576106 -0.05 0.36 0.15 0.084
H 8.605237 -0.762330 2.450386 -0.12 -0.27 -0.49 0.084
H -7.023803 0.847330 -4.279064 0.04 0.33 -0.14 0.082
H 2.630527 4.916750 3.733286 -0.15 0.14 0.12 0.097
H 3.198707 3.666590 -5.220204 -0.05 -0.15 0.27 0.095
H 0.804587 6.149070 0.139106 -0.06 0.35 0.16 0.099
H 0.158807 0.975200 -0.433344 -0.18 3.52 -2.80 -0.129
H -5.021513 0.727600 4.018196 -0.17 0.15 -0.02 0.103
H 0.662807 -0.698820 -0.262094 1.96 -3.47 -2.10 -0.129
H -3.064933 2.150880 3.524096 0.04 0.30 0.31 0.150
H 4.360927 -0.722150 2.184396 0.27 0.02 -0.18 0.148
H 6.489227 -0.603990 0.686936 -0.20 -0.25 0.09 0.100
H -0.875093 -4.114540 -2.415514 -0.05 -0.41 0.16 0.147
H -0.165293 -6.244530 5.718236 0.00 -0.18 -0.08 0.086
H 0.780037 0.392160 1.108506 2.39 1.09 3.66 -0.131
H 3.313287 7.486630 3.471736 -0.32 0.30 -0.12 0.084
H 0.969677 -4.246540 4.342396 -0.03 -0.28 0.24 0.108
H -5.537033 1.515900 -6.547414 -0.33 -0.20 0.11 0.089
H 4.582767 2.761550 -7.388924 -0.19 0.05 0.13 0.085
H -0.687963 -3.426680 2.719936 -0.36 0.00 0.12 0.151
H 7.589827 -1.095420 4.853536 0.00 -0.06 -0.09 0.087
H -6.797863 2.339100 5.457196 0.03 -0.22 -0.26 0.086
H -1.738113 -3.857150 -4.701514 -0.13 -0.05 0.02 0.098
H 1.111537 4.263320 1.807676 0.19 0.16 -0.03 0.142
H 4.945327 -0.887260 4.634076 -0.09 0.07 -0.19 0.100
H -1.305213 -8.011710 -3.976274 -0.34 -0.16 0.44 0.091
H 1.866057 8.390210 1.284406 0.23 -0.06 -0.15 0.086